*A*
This record from the OMol25 dataset describes a single C6H12N2O molecule. The level of theory is ωB97M-V/def2-TZVPD.

Computed properties:
M: 128.17 g mol⁻¹
E_LUMO: 0.7828 eV
frontier orbital gap: 9.21 eV
structure (SMILES): NC[C@H]1[C@@H]2OCC[C@@]12N

ORCA input file:
```
! wB97M-V def2-TZVPD RIJCOSX def2/J DEFGRID3
* xyz 0 1
C 2.10 -0.76 -0.33
C 0.79 0.07 -0.71
C -0.54 -0.60 -0.84
C -2.50 -0.46 0.20
C -1.45 -0.14 1.25
C -0.40 0.59 0.05
H 3.37 -0.35 1.34
H 3.80 0.58 -0.31
H 1.60 -1.59 0.32
H 2.58 -1.37 -1.09
H 1.11 0.79 -1.40
H -0.57 -1.67 -0.27
H -3.11 0.53 0.11
H -3.14 -1.41 0.57
H -1.86 0.45 2.19
H -0.79 -1.00 1.58
H -0.14 2.73 -0.21
H -1.08 2.08 -1.44
N 2.93 0.20 0.39
N -0.78 1.98 -0.30
O -1.92 -0.66 -1.09
*
```

---

*B*
This record from the OMol25 dataset describes C6H12N2O as an isolated structure. The level of theory is ωB97M-V/def2-TZVPD.

Computed properties:
M: 128.17 g mol⁻¹
E_LUMO (spin up / spin down): 0.4029 / 0.4075 eV
frontier orbital gap (spin up / spin down): 7.22 / 7.22 eV

ORCA input file:
```
! wB97M-V def2-TZVPD RIJCOSX def2/J DEFGRID3
* xyz 0 1
C -0.88 0.78 -0.57
C -1.07 -0.37 -1.53
C 0.33 0.60 0.76
C 1.46 0.03 0.06
N 0.54 1.76 1.54
N 0.00 -2.00 1.06
C 0.33 -0.68 1.44
C 2.18 -0.15 -1.01
O -2.03 1.08 0.14
H -2.29 0.27 0.62
H -0.54 1.69 -1.07
H -0.31 2.03 2.02
H 0.90 2.53 0.98
H -0.92 -2.32 1.34
H 0.22 -2.22 0.10
H 0.52 -0.60 2.51
H -1.35 -1.28 -1.01
H -0.22 -0.52 -2.19
H -1.90 -0.12 -2.19
H 3.17 -0.59 -0.96
H 1.85 0.09 -2.02
*
```

---

*C*
This record from the OMol25 dataset describes a single C6H12N2O molecule. The level of theory is ωB97M-V/def2-TZVPD.

Computed properties:
M: 128.17 g mol⁻¹
E_LUMO: 0.4754 eV
frontier orbital gap: 8.05 eV

ORCA input file:
```
! wB97M-V def2-TZVPD RIJCOSX def2/J DEFGRID3
* xyz 0 1
C 2.08 0.74 0.04
C -0.98 0.89 1.43
C -1.99 -0.14 -0.51
N 1.01 -0.04 -0.57
N -1.10 -0.33 0.63
C 0.30 -0.97 0.24
C 0.96 -0.10 -1.92
C 0.42 -2.16 0.77
O 1.63 0.56 -2.68
H 0.20 -0.83 -2.27
H 1.69 1.65 0.51
H 2.58 0.14 0.80
H 2.78 1.02 -0.74
H -0.28 0.72 2.24
H -0.61 1.70 0.80
H -2.98 0.20 -0.18
H -2.10 -1.08 -1.04
H -1.57 0.60 -1.18
H -1.95 1.18 1.85
H 1.35 -2.68 0.55
H -1.44 -1.10 1.22
*
```

---

*D*
This record from the OMol25 dataset describes a 2-piece molecular cluster, C6H12N2O overall. The level of theory is ωB97M-V/def2-TZVPD.

Computed properties:
M: 128.17 g mol⁻¹
E_LUMO: 0.8630 eV
frontier orbital gap: 9.58 eV
structure (SMILES): Cc1c[nH]cn1.CCO

ORCA input file:
```
! wB97M-V def2-TZVPD RIJCOSX def2/J DEFGRID3
* xyz 0 1
C 0.21 -1.13 2.41
C -0.80 -0.68 1.45
C -1.08 -1.18 0.23
C -2.13 0.70 0.46
N -1.56 0.51 1.61
N -2.05 -0.39 -0.36
H 0.44 -2.23 2.34
H -0.02 -1.04 3.47
H -0.67 -2.12 -0.14
H -2.86 1.46 0.28
H -2.48 -0.64 -1.23
H 1.18 -0.72 2.14
C 0.77 0.44 -1.45
C 2.01 1.09 -0.84
O 0.37 0.73 -2.78
H 0.94 -0.65 -1.57
H -0.05 0.60 -0.77
H 1.97 2.17 -0.96
H 0.73 1.53 -3.19
H 2.97 0.88 -1.30
H 2.11 0.65 0.16
*
```

---

What should be chosen as the most stable of them? Choose *D*.

---

*A*
This record from the OMol25 dataset describes a 2-piece molecular cluster, C6H12N2O overall. The level of theory is ωB97M-V/def2-TZVPD.

Computed properties:
M: 128.17 g mol⁻¹
E_LUMO: 0.7753 eV
frontier orbital gap: 9.04 eV
structure (SMILES): C=CC(=C)C.CNN=O

ORCA input file:
```
! wB97M-V def2-TZVPD RIJCOSX def2/J DEFGRID3
* xyz 0 1
C 1.67 -1.69 -1.58
N 0.33 -1.29 -1.24
N -0.40 -2.01 -0.44
O -1.49 -1.46 -0.14
H -0.10 -0.54 -1.79
H 1.93 -2.55 -0.96
H 1.73 -1.96 -2.63
H 2.36 -0.87 -1.38
C -1.73 1.48 0.32
C -0.82 0.50 1.01
C 0.69 0.65 0.71
C -1.15 -0.05 2.19
C 1.24 1.52 -0.13
H 1.31 0.11 1.41
H -1.34 2.50 0.38
H -2.73 1.47 0.76
H -1.83 1.20 -0.73
H -0.53 -0.80 2.66
H -2.12 0.09 2.63
H 0.66 2.05 -0.88
H 2.31 1.66 -0.17
*
```

---

*B*
This record from the OMol25 dataset describes a single C6H12N2O molecule. The level of theory is ωB97M-V/def2-TZVPD.

Computed properties:
M: 128.17 g mol⁻¹
E_LUMO: 0.8176 eV
frontier orbital gap: 8.36 eV
structure (SMILES): C=C(O)/C(C)=C/N(C)N

ORCA input file:
```
! wB97M-V def2-TZVPD RIJCOSX def2/J DEFGRID3
* xyz 0 1
C -0.23 1.44 -2.53
C 1.06 0.36 1.61
N 0.19 1.23 -1.16
C -0.13 -1.79 1.02
C 0.26 -0.44 0.61
N -0.02 2.39 -0.38
C -0.05 -0.01 -0.62
C -1.19 -2.45 0.55
O 0.69 -2.35 1.97
H 0.36 -3.23 2.18
H 0.81 2.60 0.17
H -0.80 2.27 0.26
H -0.51 -0.71 -1.31
H 0.16 2.41 -2.85
H -1.32 1.44 -2.64
H 0.20 0.67 -3.16
H 0.44 1.08 2.15
H 1.50 -0.31 2.33
H 1.87 0.89 1.10
H -1.87 -2.02 -0.16
H -1.42 -3.46 0.87
*
```

---

What should be chosen as the most stable of them? Choose *B*.

---

*A*
This record from the OMol25 dataset describes a single C6H12N2O molecule. The level of theory is ωB97M-V/def2-TZVPD.

Computed properties:
M: 128.17 g mol⁻¹
E_LUMO: 0.8897 eV
frontier orbital gap: 8.03 eV
structure (SMILES): C=CN(/C=C\NO)CC

ORCA input file:
```
! wB97M-V def2-TZVPD RIJCOSX def2/J DEFGRID3
* xyz 0 1
C -1.80 0.48 -0.65
C -0.52 0.69 -0.80
C 0.38 -1.55 -0.58
C 0.93 -2.42 0.25
C 1.73 1.50 0.87
C 1.71 0.66 -0.42
N -2.59 -0.49 -0.01
N 0.54 -0.16 -0.62
O -3.59 -0.06 0.87
H -2.53 1.29 -1.04
H -0.20 1.65 -1.18
H -0.60 -1.72 -0.87
H 1.80 -2.27 0.76
H 0.51 -3.38 0.34
H -3.35 0.76 1.30
H 0.86 2.15 0.90
H 1.79 0.94 1.83
H 2.65 2.08 0.80
H 2.51 -0.07 -0.44
H 1.92 1.31 -1.38
H -2.15 -1.40 0.08
*
```

---

*B*
This record from the OMol25 dataset describes a single C6H12N2O molecule. The level of theory is ωB97M-V/def2-TZVPD.

Computed properties:
M: 128.17 g mol⁻¹
E_LUMO: 0.9168 eV
frontier orbital gap: 9.26 eV
structure (SMILES): CO[C@@H]1C[C@H]2N[C@@H]2[C@@H]1N

ORCA input file:
```
! wB97M-V def2-TZVPD RIJCOSX def2/J DEFGRID3
* xyz 0 1
C -0.69 0.20 2.82
C 0.49 -0.16 0.77
C 1.52 0.50 -0.18
C 0.70 0.56 -1.48
C 0.28 -0.88 -1.40
C -0.63 -0.83 -0.18
H -1.61 -0.30 2.57
H -0.08 -0.58 3.34
H -0.96 0.97 3.50
H 0.99 -1.00 1.29
H 1.73 1.47 0.21
H 2.44 -0.15 -0.24
H -0.12 1.21 -1.29
H 1.22 -0.55 -3.19
H 1.14 -1.55 -1.23
H -0.90 -1.79 0.25
H -1.73 0.84 0.35
H -2.67 -0.35 -0.31
N 0.44 -0.18 -2.70
N -1.78 0.09 -0.34
O -0.01 0.76 1.73
*
```

---

*C*
This record from the OMol25 dataset describes a single C6H12N2O molecule. The level of theory is ωB97M-V/def2-TZVPD.

Computed properties:
M: 128.17 g mol⁻¹
E_LUMO: 0.7242 eV
frontier orbital gap: 8.15 eV
structure (SMILES): C/C=C(/C)N(N)C(C)=O

ORCA input file:
```
! wB97M-V def2-TZVPD RIJCOSX def2/J DEFGRID3
* xyz 0 1
C -0.49 0.42 2.36
C -0.26 -0.95 -2.34
C 1.36 1.67 -0.10
N -0.40 -0.82 0.12
C -1.09 0.20 0.99
C -0.06 -0.25 -1.04
N 0.15 -2.01 0.62
C 0.17 1.12 -0.86
O -2.28 0.41 0.78
H -0.61 -2.57 0.99
H 0.62 -2.52 -0.12
H -0.14 1.77 -1.68
H -1.05 -0.18 3.09
H 0.56 0.14 2.41
H -0.60 1.47 2.62
H 0.63 -0.84 -2.98
H -0.45 -2.03 -2.24
H -1.09 -0.49 -2.87
H 1.79 0.94 0.59
H 2.16 1.97 -0.79
H 1.08 2.56 0.47
*
```

---

What should be chosen as the most stable of them? Choose *C*.

---

*A*
This record from the OMol25 dataset describes a single C6H12N2O molecule. The level of theory is ωB97M-V/def2-TZVPD.

Computed properties:
M: 128.17 g mol⁻¹
E_LUMO: 0.7044 eV
frontier orbital gap: 7.84 eV

ORCA input file:
```
! wB97M-V def2-TZVPD RIJCOSX def2/J DEFGRID3
* xyz 0 1
C 1.33 1.28 0.62
C -1.71 1.64 -0.72
C 0.60 -0.45 -1.13
C 1.11 -0.13 0.14
C -0.66 -0.47 0.21
N 0.95 -1.65 -1.65
N -0.81 -1.72 0.82
C -1.65 0.44 0.16
O 1.95 -1.05 0.78
H 2.34 -0.65 1.57
H 1.46 -2.35 -1.12
H 0.41 -2.00 -2.42
H -0.06 -2.02 1.42
H -1.73 -1.90 1.21
H -2.54 0.23 0.76
H 1.11 1.38 1.69
H 2.37 1.55 0.44
H 0.71 1.99 0.08
H -1.00 1.53 -1.55
H -2.72 1.77 -1.13
H -1.47 2.57 -0.20
*
```

---

*B*
This record from the OMol25 dataset describes C6H12N2O as an isolated structure. The level of theory is ωB97M-V/def2-TZVPD.

Computed properties:
M: 128.17 g mol⁻¹
E_LUMO: 0.3625 eV
frontier orbital gap: 8.00 eV

ORCA input file:
```
! wB97M-V def2-TZVPD RIJCOSX def2/J DEFGRID3
* xyz 0 1
C -0.57 -0.95 1.15
C 1.54 -1.88 0.18
C 0.90 1.89 0.08
N 0.71 -0.74 0.50
C 0.63 0.65 -0.74
N -1.95 1.51 -0.28
C -1.19 0.43 -0.88
C -1.04 -0.84 -0.25
O 1.25 0.37 -1.75
H -2.94 1.38 -0.44
H -1.81 1.57 0.72
H -0.67 -1.93 1.62
H -0.86 -0.16 1.84
H -1.34 0.39 -1.96
H -0.97 -1.74 -0.86
H 2.13 -1.62 -0.71
H 2.21 -2.12 1.01
H 0.96 -2.78 -0.06
H 1.94 1.81 0.42
H 0.78 2.78 -0.54
H 0.29 2.00 0.97
*
```

---

What should be chosen as the most stable of them? Choose *A*.